{"formula": "C13H31FN2NbO8P2", "method": "ωB97M-V/def2-TZVPD", "symbols": ["C", "C", "C", "F", "Nb", "O", "N", "C", "O", "O", "C", "N", "P", "P", "O", "O", "O", "H", "H", "H", "H", "H", "H", "H", "H", "H", "H", "H", "C", "C", "O", "C", "C", "H", "H", "H", "H", "H", "H", "H", "H", "H", "H", "C", "C", "O", "C", "C", "H", "H", "H", "H", "H", "H", "H", "H", "H", "H"], "xyz": [[2.3694, 0.0024, -1.2047], [0.9917, -0.0790, -0.5605], [-0.1407, 0.3241, -1.5245], [0.3334, 0.4291, -2.8446], [-1.7471, -1.2159, -1.6583], [-2.2491, -0.8704, -3.5318], [-3.2005, -2.7838, -1.3149], [-3.6422, -2.7174, -0.1904], [-4.1011, -2.6767, 0.8899], [-0.3315, -2.6208, -2.2500], [0.0798, -2.6609, -3.4685], [0.6401, -2.5110, -4.4757], [-3.5736, 0.4574, -1.0439], [-2.8391, 2.4017, -1.6046], [-1.9227, 3.0971, -0.6908], [-4.1289, 3.3076, -1.8971], [-2.3312, 2.1502, -3.1035], [2.5499, -0.7872, -1.9316], [3.1316, -0.0727, -0.4272], [2.4983, 0.9674, -1.6908], [0.9563, 0.6281, 0.2707], [0.8391, -1.0644, -0.1232], [-0.4830, 1.3064, -1.2130], [-1.4372, -1.4273, 0.1127], [-3.1928, -0.9666, -3.7155], [-3.6319, 0.5888, 0.3467], [-4.6221, 3.0018, -2.6620], [-2.1540, 1.2194, -3.3277], [1.7804, 3.6894, 1.6209], [3.0626, 3.7293, 0.8055], [2.8756, 3.4938, -0.5745], [2.0128, 4.3860, -1.2583], [2.4751, 5.8336, -1.2387], [1.2708, 2.7349, 1.4873], [2.0131, 3.8166, 2.6797], [1.0852, 4.4797, 1.3364], [3.7313, 2.9302, 1.1286], [3.5914, 4.6775, 0.9730], [0.9891, 4.3063, -0.8767], [1.9952, 4.0134, -2.2823], [2.4900, 6.2471, -0.2289], [1.7934, 6.4419, -1.8345], [3.4787, 5.9228, -1.6583], [-2.0865, -4.3645, 3.0111], [-1.0187, -4.0567, 1.9777], [-0.0076, -3.1716, 2.4324], [0.7455, -3.6045, 3.5419], [1.5093, -4.9006, 3.3170], [-2.5604, -3.4433, 3.3498], [-2.8544, -4.9960, 2.5634], [-1.6827, -4.8907, 3.8791], [-1.4643, -3.5485, 1.1249], [-0.5735, -4.9857, 1.5995], [0.1143, -3.6928, 4.4359], [1.4492, -2.7921, 3.7289], [0.8406, -5.7442, 3.1421], [2.1128, -5.1316, 4.1967], [2.1710, -4.8071, 2.4549]], "orbital_gap_ev": 7.42, "lumo_ev": 1.7, "total_charge": -1, "e_homo_ev": -5.8, "total_energy_ev": -56192.59213}



{"formula": "C13H32BNO5P2", "method": "ωB97M-V/def2-TZVPD", "symbols": ["C", "C", "C", "N", "C", "O", "C", "C", "O", "C", "C", "B", "O", "O", "P", "C", "O", "P", "C", "C", "C", "C", "H", "H", "H", "H", "H", "H", "H", "H", "H", "H", "H", "H", "H", "H", "H", "H", "H", "H", "H", "H", "H", "H", "H", "H", "H", "H", "H", "H", "H", "H", "H", "H"], "xyz": [[2.9867, -0.3106, 2.4065], [2.2427, -1.6481, 2.5526], [2.3181, -2.5510, 1.3005], [1.0202, -2.7335, 0.6404], [0.8914, -2.3929, -0.7608], [-0.0837, -1.3931, -1.0000], [0.1753, -0.1077, -0.4369], [-1.1597, 0.3986, 0.1077], [-1.9971, 0.6945, -0.9902], [-3.3834, 0.5075, -0.7385], [-3.8972, -0.7603, -1.4523], [-4.7918, -1.6557, -0.5204], [-4.6436, -3.0298, -0.5002], [-5.8024, -1.0645, 0.2468], [-0.9391, 1.7250, 1.4340], [-2.2469, 2.9084, 0.9732], [-1.7310, 0.9742, 2.7025], [0.8869, 0.9431, -1.8310], [2.6943, 0.4991, -1.7986], [3.1721, -0.0330, -3.1589], [0.9555, 2.6799, -1.1964], [1.8810, 3.0081, -0.0110], [4.0012, -0.3716, 2.8033], [3.0608, -0.0093, 1.3598], [2.4734, 0.4975, 2.9315], [2.6736, -2.1870, 3.3985], [1.1840, -1.4698, 2.7497], [2.7228, -3.5271, 1.5817], [3.0221, -2.1117, 0.5861], [0.7041, -3.6805, 0.7770], [0.5324, -3.2478, -1.3347], [1.8608, -2.0955, -1.1763], [0.8469, -0.1925, 0.4266], [-1.5752, -0.4572, 0.6625], [-3.9205, 1.3949, -1.0788], [-3.5525, 0.4519, 0.3431], [-4.5426, -0.4442, -2.2811], [-3.0534, -1.3148, -1.8615], [-4.5113, -3.3902, 0.3834], [-5.5249, -0.7742, 1.1223], [-2.0219, 3.8926, 1.3821], [-2.2861, 2.9805, -0.1161], [-3.2230, 2.5689, 1.3202], [-1.0803, 0.6093, 3.3110], [2.9121, -0.2280, -1.0154], [3.2720, 1.3868, -1.5339], [3.3745, 0.7955, -3.8398], [2.4171, -0.6672, -3.6253], [4.0994, -0.6006, -3.0529], [1.2845, 3.2530, -2.0678], [-0.0743, 2.9786, -0.9835], [1.4809, 3.8266, 0.5887], [2.8621, 3.3231, -0.3722], [2.0332, 2.1520, 0.6432]], "orbital_gap_ev": 8.44, "e_above_lowest_kcal_mol": 0.0, "lumo_ev": 0.4, "total_charge": 0, "smiles": "CCCNCO[C@H]([C@H](OCCB(O)O)P(C)O)P(CC)CC", "e_homo_ev": -8.1, "total_energy_ev": -44982.72648}



{"formula": "C13H32CdN13O8", "method": "ωB97M-V/def2-TZVPD", "symbols": ["Cd", "N", "O", "O", "O", "C", "O", "N", "N", "H", "H", "H", "H", "C", "O", "N", "N", "H", "H", "H", "H", "C", "O", "N", "N", "H", "H", "H", "H", "C", "O", "N", "N", "H", "H", "H", "H", "C", "O", "N", "N", "H", "H", "H", "H", "C", "C", "C", "C", "N", "H", "H", "H", "H", "H", "H", "H", "N", "C", "C", "C", "C", "H", "H", "H", "H", "H"], "xyz": [[-0.2694, -2.0481, 2.2848], [-0.8074, 0.1642, 0.1561], [-0.1745, 0.9357, -0.5714], [-2.0065, 0.2228, 0.2144], [-0.1852, -0.6580, 0.8387], [2.3722, -1.0046, 4.0178], [1.5071, -0.9631, 3.1236], [3.5702, -0.5282, 3.8184], [2.2592, -1.4373, 5.2532], [4.1950, -0.4985, 4.6115], [3.6891, -0.1946, 2.8726], [2.9973, -1.2954, 5.9278], [1.4091, -1.7904, 5.6689], [1.0414, 3.1453, -2.6903], [1.6545, 3.8797, -3.5003], [-0.1573, 2.7760, -2.9346], [1.6763, 2.5474, -1.6756], [-0.5096, 2.1706, -2.2068], [-0.5436, 3.0772, -3.8178], [1.1751, 1.8926, -1.0924], [2.6596, 2.6484, -1.4681], [-1.5951, 0.3589, 3.6467], [-1.4322, -0.7194, 3.2888], [-2.8040, 0.9358, 3.7955], [-0.5734, 1.1714, 3.7583], [-3.5874, 0.4039, 3.4440], [-2.9864, 1.8618, 4.1550], [-0.7162, 2.1162, 4.0856], [0.3539, 0.8000, 3.6091], [1.9504, -3.0617, 0.6445], [0.9473, -3.1924, 1.3370], [2.9743, -3.8479, 0.6451], [2.1280, -2.0839, -0.1876], [3.8252, -3.5040, 0.2235], [2.9920, -4.5691, 1.3520], [2.9997, -1.9512, -0.6801], [1.5015, -1.2970, -0.0967], [-2.1146, -3.4215, 0.0922], [-1.8511, -3.0901, 1.2734], [-2.5661, -2.5731, -0.7753], [-2.2470, -4.5960, -0.3913], [-2.9731, -2.8621, -1.6533], [-2.6406, -1.6118, -0.4746], [-2.6222, -4.8298, -1.2995], [-2.2523, -5.3542, 0.2759], [0.5150, -1.9158, -3.4952], [0.8998, -0.4536, -3.6690], [2.0455, -0.1348, -4.6338], [2.2477, -0.9237, -5.8203], [2.3671, -1.5812, -6.7756], [1.4276, -2.4777, -3.2966], [0.0726, -2.1839, -4.4546], [-0.2978, -2.1402, -2.8045], [1.2247, -0.1830, -2.6644], [0.0317, 0.1801, -3.8509], [2.9839, -0.0773, -4.0823], [1.7874, 0.8749, -4.9532], [-2.4039, 3.2520, 0.4576], [-1.6199, 4.3260, 0.3835], [-2.3657, 5.4021, -0.0518], [-3.6688, 5.0138, 0.0038], [-3.6859, 3.6314, 0.0886], [-2.0988, 2.3122, 0.6668], [-0.5845, 4.0418, 0.5000], [-1.9855, 6.3888, -0.2712], [-4.6126, 5.5286, -0.0990], [-4.5427, 2.9950, -0.0763]], "orbital_gap_ev": 6.62, "lumo_ev": -2.9, "total_charge": 1, "e_homo_ev": -9.5, "total_energy_ev": -54308.97851}



{"formula": "C13H32IO6P", "method": "ωB97M-V/def2-TZVPD", "symbols": ["C", "C", "C", "O", "P", "O", "O", "C", "O", "C", "I", "C", "C", "H", "H", "H", "H", "H", "H", "H", "H", "H", "H", "H", "H", "H", "H", "H", "H", "C", "C", "C", "O", "H", "H", "H", "H", "H", "H", "H", "H", "C", "C", "C", "O", "H", "H", "H", "H", "H", "H", "H", "H"], "xyz": [[-3.0105, 3.9719, 1.8820], [-3.0243, 2.6193, 1.1682], [-2.0488, 1.6952, 1.8756], [-2.0432, 0.3945, 1.2248], [-0.9055, -0.5938, 1.6979], [-0.2657, -0.2795, 2.9786], [-1.6032, -2.0089, 1.6177], [-2.0840, -2.5550, 2.8584], [0.0910, -0.5771, 0.4627], [1.4053, -1.0749, 0.6805], [2.4150, -0.6730, -1.2001], [1.4760, -2.5601, 1.0154], [1.7896, -2.8463, 2.4945], [-3.7649, 4.6426, 1.4865], [-3.1667, 3.8269, 2.9510], [-2.0287, 4.4346, 1.7776], [-4.0274, 2.2021, 1.1814], [-2.6845, 2.7397, 0.1407], [-2.3434, 1.5846, 2.9163], [-1.0587, 2.1450, 1.8329], [-2.4275, -3.5601, 2.6349], [-2.9259, -1.9769, 3.2309], [-1.2960, -2.5958, 3.6018], [1.9161, -0.4541, 1.4069], [2.2589, -3.0063, 0.4114], [0.5511, -3.0325, 0.6930], [1.1760, -3.6669, 2.8568], [2.8270, -3.1573, 2.5963], [1.6440, -1.9754, 3.1272], [-5.5131, 1.5037, -3.3637], [-4.8552, 1.7254, -2.0103], [-4.3089, 0.4332, -1.4249], [-5.7784, 2.3322, -1.1028], [-6.3590, 0.8178, -3.2648], [-5.8933, 2.4436, -3.7641], [-4.8098, 1.0781, -4.0805], [-4.0428, 2.4459, -2.1184], [-5.1201, -0.2841, -1.2662], [-3.8381, 0.6165, -0.4652], [-3.5725, -0.0241, -2.0876], [-6.5129, 1.7216, -0.9851], [6.9526, 0.4483, -1.5098], [7.3321, -0.9913, -1.8230], [7.1209, -1.3207, -3.2930], [6.5938, -1.8912, -0.9991], [5.8930, 0.6155, -1.7229], [7.1148, 0.6646, -0.4540], [7.5376, 1.1517, -2.1042], [8.3786, -1.1551, -1.5622], [6.0663, -1.2039, -3.5587], [7.4014, -2.3539, -3.4972], [7.7103, -0.6654, -3.9359], [5.6617, -1.7712, -1.2081]], "orbital_gap_ev": 10.02, "lumo_ev": 0.4, "total_charge": 0, "smiles": "CCCO[P@@](=O)(OC)O[C@H](I)CC.CC(C)O.CC(C)O", "e_homo_ev": -9.7, "total_energy_ev": -43677.10653}